10
Properties=species:S:1:pos:R:3:lowdin_charge:R:1 method="wB97M-V/def2-TZVPD" de_lowest_kj_mol=400.2 mol_weight_g_mol=84.07 homo_energy_ha="-0.3523 / -0.3523" energy_ha=-305.1270
O -0.365 -1.984 -0.077 0.0398
O 1.567 -0.158 -0.217 0.0050
C 0.451 0.221 -0.665 -0.4596
C -0.112 1.507 -0.310 0.0852
C -0.679 -0.676 -0.263 -0.2314
C -0.343 0.559 0.675 0.0276
H -1.705 -0.542 -0.589 0.1538
H -0.017 0.689 1.700 0.1564
H 0.561 2.341 -0.152 0.1122
H 0.608 -2.018 0.010 0.1110